Below is C22H58CrN5O12S5 as an isolated structure, with properties calculated with the ωB97M-V functional and the def2-TZVPD basis.

Its energy above the lowest of the compared OMol25 structures with the same formula, charge and spin is 71.7 kJ/mol. Its net charge is +1. As for the spin multiplicity: 9. The value obtained for the LUMO energy (alpha / beta) is -2.828 / -7.990 eV. The value obtained for the frontier orbital gap (alpha / beta) is 5.5 / 3.0 eV. Its expectation value of S² is 20.02.

Geometry as XYZ:
```
103
C22H58CrN5O12S5, DFT the ωB97M-V functional and the def2-TZVPD basis
Cr -2.86842 2.11218 1.66928
N -0.72462 -0.19771 0.28819
O 0.46157 -0.36909 0.63371
O -1.25341 0.92652 0.54154
O -1.38566 -1.06585 -0.32948
C 3.26169 -2.43799 -0.74390
C 3.95777 -1.74201 0.41140
O 5.10307 -1.33046 0.26150
N 3.21596 -1.61727 1.51152
C 3.58254 -0.90640 2.70460
H 3.47687 -1.96105 -1.70281
H 2.17599 -2.52582 -0.67545
H 3.73487 -3.41217 -0.89459
H 2.24454 -1.85861 1.38505
H 2.87562 -0.11343 2.97334
H 4.56156 -0.44552 2.62313
H 3.51017 -1.56998 3.57039
C 0.16096 -4.08086 1.63655
C 0.84116 -3.87134 2.96640
O 1.84123 -4.51935 3.24352
N 0.35134 -2.91531 3.79202
C 0.86822 -2.61627 5.11081
H 0.78254 -4.23859 0.76115
H -0.49834 -3.22423 1.45356
H -0.51312 -4.93971 1.70830
H -0.55364 -2.53306 3.57393
H 0.25034 -3.02002 5.91381
H 0.98664 -1.53204 5.14146
H 1.85099 -3.03675 5.31534
C -4.13601 -3.06664 2.40818
C -3.51826 -4.10582 1.50489
O -3.53375 -5.28585 1.81793
N -3.02806 -3.69501 0.31469
C -2.49600 -4.55706 -0.71250
H -4.46516 -2.17286 1.87592
H -3.43362 -2.79881 3.19827
H -4.99628 -3.50419 2.90928
H -3.06758 -2.71682 0.07618
H -1.42662 -4.73916 -0.70326
H -2.79252 -4.25176 -1.72829
H -3.17141 -5.41920 -0.69663
C 4.01500 4.19917 1.43815
C 3.16258 4.10922 0.20812
O 2.54307 5.09161 -0.19307
N 2.98644 2.92722 -0.42022
C 3.55437 1.62663 -0.01669
H 4.90951 4.77369 1.19667
H 4.22678 3.22988 1.87801
H 3.45883 4.85925 2.10409
H 2.44933 2.93974 -1.27831
H 3.59677 0.91995 -0.84336
H 2.73785 1.18634 0.56884
H 4.54195 1.76792 0.40211
C -5.20761 -0.75328 -1.08419
S -5.43964 0.93053 -0.45056
O -4.32106 1.10898 0.54512
C -4.84387 1.83087 -1.91330
H -4.18278 -0.83743 -1.42898
H -5.99787 -0.92150 -1.82277
H -5.45218 -1.50505 -0.33267
H -5.22600 2.84664 -1.83336
H -5.24774 1.37515 -2.81712
H -3.75593 1.84943 -1.85910
C 0.68920 4.52582 4.24456
S -0.10263 3.06939 3.52181
O -1.10612 3.27853 2.32616
C 1.33078 2.11393 2.93465
H 0.06589 5.30436 4.67555
H 1.35866 4.99600 3.51837
H 1.39276 4.22949 5.03799
H 0.85056 1.25619 2.45920
H 2.10885 1.80509 3.64359
H 1.93903 2.59465 2.15832
C 2.88631 0.93723 -5.14970
S 2.88033 1.34596 -3.38427
O 2.15902 2.67580 -3.30402
C 1.67630 0.12454 -2.82656
H 2.07763 0.25152 -5.40385
H 3.80733 0.43761 -5.44432
H 2.75127 1.90859 -5.61871
H 1.56057 0.20032 -1.74357
H 1.88634 -0.90292 -3.12297
H 0.69761 0.38240 -3.24783
C -0.23109 3.60175 -1.47251
S -1.67321 4.52162 -0.90163
O -2.47567 3.58091 -0.03069
C -0.75698 5.60953 0.15389
H 0.15353 2.97291 -0.67165
H 0.52125 4.29308 -1.85562
H -0.51217 3.01852 -2.35061
H -1.39561 6.23398 0.78149
H -0.02625 6.18934 -0.40613
H -0.21675 5.04707 0.92285
C -1.80964 -3.40471 -5.74123
S -1.88348 -1.63256 -5.30090
O -3.35422 -1.21339 -5.37921
C -1.67553 -1.63663 -3.45769
H -1.63479 -3.43330 -6.81363
H -2.74163 -3.84351 -5.38957
H -0.99759 -3.92248 -5.22860
H -0.63665 -1.72657 -3.14021
H -2.35081 -2.36030 -3.01083
H -1.95337 -0.62934 -3.13823
```

Atomic partial charges in e from the Mulliken method, atoms 1 to 99: -0.051 0.394 -0.205 0.082 -0.472 -0.779 0.792 -0.700 0.356 -0.858 0.216 0.086 0.368 -0.312 0.038 0.382 0.358 -0.458 0.398 -0.677 0.046 -1.018 0.318 -0.144 0.484 0.101 0.345 0.293 0.343 -0.915 0.922 -0.662 0.129 -0.999 0.152 0.163 0.365 -0.072 0.183 0.316 0.428 -1.096 0.602 -0.681 0.587 -1.240 0.355 0.350 0.224 -0.105 0.211 0.392 0.420 -0.743 0.387 -0.341 -0.636 -0.012 0.517 0.282 0.358 0.439 -0.104 -0.961 0.257 -0.117 0.022 0.410 0.198 0.400 -0.231 0.553 -0.272 -0.923 0.511 -0.736 -0.733 0.222 0.357 0.375 -0.158 0.636 0.449 -0.552 0.500 -0.049 -0.686 -0.078 0.546 0.421 0.419 0.472 -0.068 -0.921 0.530 -0.678 -0.391 0.348 0.312